{
  "formula": "C6H12O",
  "method": "wB97M-V/def2-TZVPD",
  "symbols": ["C", "C", "C", "C", "C", "C", "H", "H", "H", "H", "H", "H", "H", "H", "H", "H", "H", "H", "O"],
  "positions_angstrom": [[-2.00501, 1.45852, 0.05789], [-0.73924, 0.65149, 0.22111], [0.01560, 0.27289, -0.82114], [-0.22288, 0.66096, -2.25143], [0.47016, -0.52955, 2.10891], [-0.59121, 0.05965, 1.57830], [-2.47965, 1.30243, -0.90954], [-2.74480, 1.22852, 0.82548], [-1.82275, 2.52894, 0.18829], [1.05253, 0.06328, -0.56207], [-1.21916, 0.49488, -2.65373], [0.05402, 1.70436, -2.44377], [0.50632, 0.09810, -2.84036], [1.46566, -0.64105, 1.71619], [0.40023, -0.78524, 3.15968], [-1.50977, 0.07300, 2.15279], [1.57339, -2.23282, -0.06071], [3.04851, -1.77703, 0.19823], [2.44723, -2.15337, -0.44713]],
  "homo_ev": -8.468,
  "gap_ev": 9.23,
  "mol_weight_g_mol": 100.16,
  "relative_energy_ev": 1.942,
  "energy_ev": -8462.41205,
  "lumo_energy_ev": 0.7609
}

***

{
  "formula": "C6H12O",
  "method": "wB97M-V/def2-TZVPD",
  "symbols": ["C", "C", "O", "C", "C", "C", "C", "H", "H", "H", "H", "H", "H", "H", "H", "H", "H", "H", "H"],
  "positions_angstrom": [[0.01647, 3.19804, -0.33435], [-0.58680, 1.85423, -0.75169], [-1.12734, 1.01121, 0.28924], [-0.07772, -0.13348, 0.24085], [0.31623, -1.46957, 0.89570], [0.67020, -2.59537, -0.09774], [-0.48398, -2.72511, 0.84640], [0.71836, 3.51125, -1.12359], [-0.71861, 3.99852, -0.20715], [0.59044, 3.09738, 0.59386], [0.24851, 1.29286, -1.17231], [-1.27316, 1.97536, -1.60325], [-0.28824, -0.40650, -0.77766], [0.76600, 0.49808, 0.46111], [1.05248, -1.40808, 1.69723], [0.47040, -2.45296, -1.16217], [1.55941, -3.20512, 0.07857], [-1.48187, -2.65199, 0.43016], [-0.37076, -3.38877, 1.69677]],
  "homo_ev": -9.625,
  "gap_ev": 10.74,
  "mol_weight_g_mol": 100.16,
  "relative_energy_ev": 3.496,
  "energy_ev": -8460.85835,
  "lumo_energy_ev": 1.1129
}

***

{
  "formula": "C6H12O",
  "method": "wB97M-V/def2-TZVPD",
  "symbols": ["C", "C", "O", "C", "C", "C", "C", "H", "H", "H", "H", "H", "H", "H", "H", "H", "H", "H", "H"],
  "positions_angstrom": [[-0.86614, 1.80342, -0.57983], [-0.65381, 0.27082, -0.66176], [-1.74006, -0.81149, -1.43942], [0.62899, -0.37283, -1.07395], [0.44826, -1.49454, -0.03581], [0.32104, -1.16125, 1.43772], [0.50669, 0.34405, 1.44968], [0.00629, 2.20175, -1.56746], [-0.38633, 2.80548, 0.36119], [-1.59114, 2.51580, -0.87362], [-1.79000, -0.10466, -2.11167], [0.66719, -0.79349, -2.09041], [1.54233, 0.23195, -0.93848], [-0.30930, -2.25355, -0.31023], [2.08523, -1.65132, 0.26653], [1.06606, -1.52871, 2.14888], [-0.60468, -1.44276, 1.98764], [1.13091, 0.77785, 2.26141], [-0.46153, 0.66345, 1.76958]],
  "homo_ev": [-8.747, -7.979],
  "gap_ev": [8.37, 7.83],
  "mol_weight_g_mol": 100.16,
  "relative_energy_ev": 12.895,
  "energy_ev": -8451.45868,
  "lumo_energy_ev": [-0.3760, -0.1462]
}

***

{
  "formula": "C6H12O",
  "method": "wB97M-V/def2-TZVPD",
  "symbols": ["C", "C", "O", "C", "C", "C", "C", "H", "H", "H", "H", "H", "H", "H", "H", "H", "H", "H", "H"],
  "positions_angstrom": [[2.77814, 0.01410, 0.19196], [1.46985, 0.58332, -0.33793], [0.46039, 0.58346, 0.66186], [-0.30959, -0.57813, 0.65954], [-1.65835, -0.47295, 1.28583], [-1.53966, -0.62490, -0.21345], [-1.87409, 0.55211, -1.10084], [2.64841, -1.02544, 0.51133], [3.11973, 0.59749, 1.05267], [3.55602, 0.03915, -0.57946], [1.12364, 0.02142, -1.21818], [1.60480, 1.62687, -0.64333], [0.25487, -1.50284, 0.80384], [-1.93257, 0.51218, 1.65551], [-2.02689, -1.30376, 1.88096], [-1.80030, -1.60125, -0.62103], [-1.42471, 0.44337, -2.09487], [-2.95686, 0.65605, -1.23088], [-1.49284, 1.47976, -0.66353]],
  "homo_ev": -9.275,
  "gap_ev": 10.43,
  "mol_weight_g_mol": 100.16,
  "relative_energy_ev": 1.472,
  "energy_ev": -8462.88203,
  "lumo_energy_ev": 1.1595
}

***

{
  "formula": "C6H12O",
  "method": "wB97M-V/def2-TZVPD",
  "symbols": ["C", "C", "C", "C", "C", "C", "O", "H", "H", "H", "H", "H", "H", "H", "H", "H", "H", "H", "H"],
  "positions_angstrom": [[1.82267, 0.86889, -0.49367], [1.01834, -0.03383, 0.47457], [-0.57078, -1.14327, 0.64118], [-0.73716, -1.83172, -0.70926], [-1.65840, -0.13856, 0.87766], [-0.70266, 0.74508, 0.20471], [-0.52332, 1.94854, 0.84638], [1.59409, 1.93970, -0.44860], [1.72066, 0.55185, -1.53755], [2.88246, 0.78096, -0.22747], [1.19317, 0.25722, 1.50970], [1.48766, -1.00993, 0.33962], [-0.43183, -1.23968, -1.58696], [-0.16785, -2.76894, -0.74484], [-1.79711, -2.07754, -0.86534], [-1.81537, 0.13374, 1.92420], [-2.60030, -0.28346, 0.34531], [-0.79955, 0.80699, -0.88244], [0.08529, 2.49398, 0.33280]],
  "homo_ev": -7.164,
  "gap_ev": 7.92,
  "mol_weight_g_mol": 100.16,
  "relative_energy_ev": 5.675,
  "energy_ev": -8458.67906,
  "lumo_energy_ev": 0.7561
}

***

{
  "formula": "C6H12O",
  "method": "wB97M-V/def2-TZVPD",
  "symbols": ["C", "C", "O", "C", "C", "C", "C", "H", "H", "H", "H", "H", "H", "H", "H", "H", "H", "H", "H"],
  "positions_angstrom": [[1.73504, 0.25381, -1.37096], [1.11967, 0.27687, 0.01217], [0.83191, 1.62381, 0.43733], [-0.56214, 1.53432, 0.36197], [-0.31992, -0.22685, 0.10782], [-0.88920, -0.21073, 1.44337], [-0.87335, -1.15688, -0.78548], [2.67068, 0.82081, -1.36512], [1.95264, -0.77465, -1.67662], [1.06087, 0.70332, -2.10782], [1.79431, -0.19785, 0.73900], [-0.99559, 1.83255, -0.59860], [-1.04864, 2.08675, 1.17039], [-0.87670, -1.93877, 1.42362], [-1.97012, -0.17686, 1.54740], [-0.30765, 0.11839, 2.29954], [-0.78346, -2.18460, 0.57321], [-0.42145, -1.30391, -1.76428], [-1.95015, -1.32166, -0.75929]],
  "homo_ev": -7.903,
  "gap_ev": 8.71,
  "mol_weight_g_mol": 100.16,
  "relative_energy_ev": 6.482,
  "energy_ev": -8457.87191,
  "lumo_energy_ev": 0.8109
}